Below is a 3-piece molecular cluster, C4H11NO2 overall, with properties calculated with wB97M-V/def2-TZVPD.

XYZ file:
```
18
Properties=species:S:1:pos:R:3
N -0.5629 -0.6423 -1.0895
C -1.1813 -1.0678 0.0922
C -0.8103 -2.2580 0.5792
C -0.1020 -2.5704 1.7705
C 0.9670 -1.9770 2.3913
H 0.3343 -0.9537 -1.4049
H -0.8257 0.2821 -1.4142
H -1.5484 -0.2262 0.6677
H -0.7861 -3.0663 -0.2131
H -0.2812 -3.6308 2.0576
H 0.6855 -2.0407 3.4672
H 1.9441 -1.6476 2.0291
H -1.0226 4.1179 -4.2144
H -0.2335 4.7352 -3.2171
O -0.1159 4.0445 -3.8844
H 1.6288 2.2204 0.3265
H 0.5057 1.8876 1.3428
O 1.4014 2.2216 1.2606
```

Calculated values
Charge: 0
ΔE to the lowest compared entry with this formula, charge and spin in kcal/mol: 124.7
Structure (SMILES): C=C/C=C/N.O.O



Below is a 3-piece molecular cluster, C4H11NO2 overall, with properties calculated with wB97M-V/def2-TZVPD.

XYZ file:
```
18
Properties=species:S:1:pos:R:3
C 0.3827 -2.9914 0.9731
C 1.5961 -2.0992 0.9708
C 2.3456 -1.7609 2.0149
C 2.7776 -1.9460 -1.0325
N 1.7990 -1.5735 -0.3243
H 0.6684 -3.8861 0.4116
H 0.2418 -3.3421 1.9964
H -0.5094 -2.5901 0.5086
H 3.3316 -1.3326 2.1055
H 2.0769 -2.2286 2.9611
H 2.7613 -1.6505 -2.0734
H 3.6530 -2.4316 -0.6012
H -2.4654 6.2353 -0.3956
H -2.5350 4.8713 0.3163
O -3.0406 5.4981 -0.1741
H -4.2098 3.6743 -1.8052
H -4.1793 3.5979 -3.2758
O -4.6946 3.9560 -2.5763
```

Calculated values
Charge: 0
ΔE to the lowest compared entry with this formula, charge and spin in kcal/mol: 59.6
Structure (SMILES): C=NC(=C)C.O.O



Below is a 2-piece molecular cluster, C4H11NO2 overall, with properties calculated with wB97M-V/def2-TZVPD.

XYZ file:
```
18
Properties=species:S:1:pos:R:3
C 1.8093 0.6129 -1.0650
C 0.6031 1.7040 -0.8223
C -1.9080 1.7274 -0.2961
C 0.1254 -2.1775 1.7340
H 1.3920 -0.4598 -1.1142
H 2.4715 0.9072 -0.2222
H 2.2244 0.9729 -1.8601
H -0.6619 -0.1219 -0.7811
H -1.9530 2.3824 0.4719
H -1.9754 2.1400 -1.3283
H -2.8139 1.1216 -0.0982
H 0.0969 -3.5618 0.0710
H 0.3923 -1.2174 1.9285
H -0.5923 -2.5482 2.4687
H 0.8809 -2.8603 2.0114
N -0.5278 0.9986 -0.3556
O 0.5351 2.9121 -1.0819
O -0.0986 -2.5321 0.3397
```

Calculated values
Charge: 0
ΔE to the lowest compared entry with this formula, charge and spin in kcal/mol: 86.7
Structure (SMILES): CNC(C)=O.CO



HOMO energy / eV: -7.173 -9.113 -9.381
Strongest force on any atom / Eh/bohr: 0.0716 0.0389 0.1332